# 1
This record from OMol25 describes a 20-piece molecular cluster, H39O20 overall. The level of theory is ωB97M-V/def2-TZVPD.

The geometry in XYZ format:
```
59
Properties=species:S:1:pos:R:3:forces:R:3
O 2.12294 2.94037 -1.16850 -0.40 -3.04 0.97
H -4.61483 -1.76532 3.05578 -0.73 0.48 0.05
O 0.52874 -1.76451 -2.23818 4.53 -1.38 1.07
H 1.08031 -1.88986 -1.31910 -1.57 0.79 -1.17
H 1.24419 -2.40337 -2.60383 -1.68 1.36 -0.34
O -0.98223 0.63834 -4.64893 0.88 -0.63 0.24
H 0.84025 0.64349 1.53063 -1.82 0.27 0.32
H -0.75368 0.27505 -3.77802 -0.32 0.28 -0.19
O -1.39645 -3.12963 -2.80825 2.33 1.03 -1.61
H -0.83553 -3.87930 -2.61813 -0.58 -1.26 0.61
H -0.04617 4.23691 2.05353 -1.23 -0.63 0.40
O -0.92931 3.80315 2.20457 1.83 0.73 0.25
H 1.94853 -2.83090 1.03217 0.99 -0.24 2.16
H -0.23731 0.30245 -5.18399 -0.68 0.52 -0.15
O 1.77494 -0.20458 -5.42163 0.61 -0.19 -0.55
H 2.38987 2.80140 -2.07556 0.33 0.37 -0.78
H 2.09515 1.94743 -0.89966 0.03 2.62 -0.04
O -1.53598 0.37563 3.21283 -0.17 -1.48 0.94
H 2.46052 4.27823 2.79880 0.18 -0.05 -0.10
H -1.31753 1.20343 2.82223 0.06 1.17 -0.67
O -2.85071 -2.16218 3.20294 -0.02 0.41 -0.15
H -1.87947 -0.24383 2.55902 0.20 0.45 -0.48
H 0.04899 -2.66646 2.87066 0.31 -0.87 -0.72
O -2.09840 -0.34851 -0.76341 1.32 1.65 0.72
H -1.68319 -0.39329 -1.62525 -0.55 -0.72 -0.21
H -2.74261 -1.01049 -0.59108 -0.73 -1.09 -0.51
O -5.27892 -1.03789 3.10178 1.59 0.84 -0.07
H -4.66864 -0.24638 3.12452 -1.26 -1.11 -0.03
H 0.64313 -1.79907 0.42537 -1.89 0.85 1.38
O 2.01463 -3.32355 1.96942 -2.34 -0.65 -4.32
H -0.56349 -2.62153 -3.16768 -3.15 -0.48 0.69
H 1.25569 -3.92038 1.59464 1.71 0.58 1.90
O 4.14904 -1.18259 3.05283 2.70 1.99 -1.44
H -1.14772 3.49256 1.32361 -0.55 -0.16 -0.43
H 2.68747 -0.40153 -5.17267 0.02 0.30 -0.30
O 2.00810 -1.96903 -0.29640 -0.79 -0.84 0.12
H 2.93287 -1.90127 -0.39259 2.30 0.36 -0.44
H -2.63183 -1.37919 3.75486 0.28 -1.25 -0.05
O 1.75945 0.53461 1.42770 1.99 0.20 -0.38
H -2.17370 -2.85325 3.23605 0.06 0.64 0.53
H 1.86626 -0.40919 1.53984 -0.17 -0.11 0.10
O 2.79306 1.97271 -3.82953 0.53 -0.28 0.91
H 1.96067 2.16369 -4.23200 -1.02 0.08 -0.54
H 3.43792 2.26396 -4.46357 0.51 0.26 -0.36
O -4.12519 2.85792 -2.26819 0.42 2.14 -1.93
H -4.28802 1.95021 -2.17691 -0.27 -1.67 0.98
H 3.42953 -1.22306 2.46222 -1.45 -0.79 0.36
O 0.20069 -2.51842 3.80171 -0.63 0.44 -0.10
H -4.04716 3.34823 -1.46362 -0.35 -0.47 0.90
H -0.05041 -1.59339 3.70903 0.09 0.78 1.03
O -0.14273 -1.53368 0.97584 0.84 -0.72 -0.48
H 1.31202 -0.53844 -4.66818 -0.53 -0.36 0.88
H 4.19026 -1.60238 3.87756 -1.13 -1.22 1.22
O -2.08168 2.76640 -0.06468 0.47 1.63 -2.28
H -1.33477 2.34873 -0.52133 -0.06 -0.62 0.43
H -2.19623 3.48237 -0.77357 -0.18 -1.08 1.65
O 2.91300 4.01318 1.98813 -0.53 1.04 0.09
H 3.23835 3.14536 2.17140 0.28 -0.99 0.09
H -0.69268 -1.03931 0.35472 -0.59 0.11 -0.15
```
Forces are in eV/Å.

The LUMO energy (alpha / beta) is -1.251 / -6.644 eV. As for the spin multiplicity: 2. As for the gap between HOMO and LUMO (alpha / beta): 9.415 / 4.021 eV. Its HOMO energy (alpha / beta) is -10.7 / -10.7 eV. Its net charge is 0.

Mulliken population analysis, charges in e, atoms 1 to 4:
1. O -0.63
2. H 0.45
3. O -0.34
4. H 0.01

---

# 2
This record from OMol25 describes an isolated ion of composition CH2Cl2 and charge +1. The level of theory is ωB97M-V/def2-TZVPD.

The geometry in XYZ format:
```
5
Properties=species:S:1:pos:R:3:forces:R:3
C -0.08499 0.14453 -0.05205 0.93 -1.25 1.88
Cl -1.09813 -0.11317 1.32686 0.15 0.45 -1.08
Cl 1.22125 -1.02528 -0.14770 0.33 -0.07 0.02
H -0.44690 -0.12191 -1.04510 -1.14 0.31 -0.69
H 0.40879 1.11581 -0.08200 -0.28 0.55 -0.13
```
Forces are in eV/Å.

The LUMO energy (alpha / beta) is -4.663 / -11.495 eV. As for the spin multiplicity: 2. As for the gap between HOMO and LUMO (alpha / beta): 13.316 / 5.965 eV. Its HOMO energy (alpha / beta) is -18.0 / -17.5 eV. Its net charge is +1.

Mulliken population analysis, charges in e, atoms 1 to 4:
1. C -0.15
2. Cl 0.13
3. Cl 0.29
4. H 0.34

---

# 3
This record from OMol25 describes C18H15Br9F24O3 as an isolated structure. The level of theory is ωB97M-V/def2-TZVPD.

The geometry in XYZ format:
```
69
Properties=species:S:1:pos:R:3:forces:R:3
C 4.62073 -2.86890 -5.60696 -0.04 -0.08 0.09
C 5.24747 -2.36985 -6.89124 0.09 -0.10 0.30
C 6.77723 -2.46570 -6.88277 -0.13 0.24 -0.63
F 7.28719 -1.71527 -5.88442 -0.01 -0.09 0.14
F 7.13428 -3.75630 -6.70358 0.08 -0.09 0.21
F 4.81416 -3.10807 -7.94470 -0.08 0.01 -0.12
F 4.90944 -1.08366 -7.12464 0.07 0.09 -0.01
O 3.24626 -2.49457 -5.61532 0.14 0.08 -0.21
C 2.73307 -2.17931 -4.41014 -0.12 -0.24 -0.20
C 1.28659 -1.74567 -4.60638 -0.64 -0.38 0.14
F 0.75927 -1.50060 -3.38297 -0.05 0.17 -0.17
F 1.21377 -0.63596 -5.35936 0.15 0.26 0.07
F 2.73531 -3.26953 -3.59584 0.11 0.11 0.17
F 3.43771 -1.21474 -3.78641 0.06 0.02 0.10
H 5.13276 -2.42875 -4.75210 0.08 0.01 -0.06
H 4.70862 -3.95453 -5.57379 0.03 0.01 0.03
H 7.17032 -2.11254 -7.84115 0.04 -0.02 0.09
H 0.68962 -2.52756 -5.08159 0.18 -0.07 -0.02
C -4.83514 2.99457 -1.73394 0.12 0.20 -1.40
C -6.08671 3.21569 -0.93662 -0.66 -0.08 0.20
C -5.99901 4.37727 0.05712 0.43 -0.18 0.08
F -5.62303 5.49833 -0.61237 -0.11 0.01 0.02
F -7.19600 4.59164 0.62808 -0.05 0.02 -0.01
F -7.09893 3.45598 -1.80845 0.06 0.17 -0.11
F -6.42881 2.10628 -0.23505 0.16 -0.01 0.05
O -3.78390 2.51360 -0.92516 0.21 -0.02 -0.06
C -3.26102 1.30050 -1.26021 -0.23 0.28 0.41
C -2.06113 1.08892 -0.33999 0.18 -0.22 0.58
F -2.50805 1.08184 0.94347 0.02 0.03 -0.17
F -1.51484 -0.11893 -0.58992 0.01 -0.13 -0.11
F -4.16073 0.30653 -1.07649 0.19 0.15 -0.32
F -2.86619 1.26899 -2.55478 -0.09 -0.11 0.14
H -4.54923 3.93035 -2.22388 0.12 0.12 0.48
H -5.04703 2.36031 -2.60076 -0.16 -0.40 0.46
H -5.25003 4.15588 0.82395 -0.11 0.08 0.03
H -1.29501 1.85766 -0.43127 -0.05 0.09 -0.21
C -2.63218 -0.09873 5.27612 -1.31 0.22 -0.16
C -2.02679 0.43198 6.53670 0.17 -0.01 0.03
C -2.77126 1.64445 7.08482 0.32 0.23 0.18
F -2.66901 2.66764 6.20132 -0.07 -0.05 0.06
F -4.07536 1.34635 7.23181 -0.34 -0.08 0.05
F -2.02448 -0.51917 7.50643 0.03 0.03 0.00
F -0.74251 0.81060 6.32439 0.14 -0.06 0.06
O -1.95683 -1.27692 4.88493 0.20 0.11 -0.15
C -1.77462 -1.41613 3.54980 -0.13 -0.11 0.58
C -1.08298 -2.76385 3.35276 -0.06 -0.53 -0.27
F -0.92840 -3.01822 2.02865 0.07 0.27 0.02
F 0.12605 -2.76518 3.93725 0.05 0.14 0.00
F -2.96448 -1.43711 2.90094 0.10 0.08 -0.16
F -1.06713 -0.38118 3.05291 0.09 -0.04 -0.32
H -2.66587 0.69990 4.53049 0.54 -0.16 -0.13
H -3.69022 -0.32373 5.45366 0.20 -0.17 0.20
H -2.35266 1.94025 8.04997 -0.01 0.07 -0.06
H -1.69300 -3.56264 3.77790 -0.04 0.08 0.08
C 1.13367 2.45534 3.67604 0.41 0.12 -0.03
Br 2.12779 2.99514 2.10698 -0.18 0.08 0.04
Br -0.32121 3.64563 4.04144 -0.06 -0.01 -0.03
Br 2.33255 2.30477 5.18325 -0.14 -0.06 -0.05
H 0.73478 1.47074 3.48262 -0.07 -0.03 -0.01
C 1.41934 -1.22361 0.52241 0.04 -0.19 -0.33
Br 1.91328 -0.01849 -0.89955 0.01 0.17 0.17
Br 2.13206 -0.64242 2.19523 0.10 -0.13 0.16
Br 1.99371 -3.01304 0.08136 -0.08 0.09 0.11
H 0.34189 -1.23275 0.59526 -0.04 0.01 -0.02
C 5.64658 -0.59766 0.62765 0.02 -0.39 -0.04
Br 6.88487 0.74039 0.04462 -0.06 0.15 -0.03
Br 5.75435 -0.88102 2.52306 0.14 -0.01 0.05
Br 5.92424 -2.24767 -0.34710 -0.02 0.08 0.06
H 4.63482 -0.28761 0.40547 0.00 0.18 -0.03
```
Forces are in eV/Å.

The LUMO energy is 0.004 eV. As for the gap between HOMO and LUMO: 10.052 eV. Its HOMO energy is -10.0 eV. Its net charge is 0.

Mulliken population analysis, charges in e, atoms 1 to 4:
1. C -1.06
2. C 1.03
3. C 0.08
4. F -0.24

---

# 4
This record from OMol25 describes the molecule C3H6N2O2. The level of theory is ωB97M-V/def2-TZVPD.

The geometry in XYZ format:
```
13
Properties=species:S:1:pos:R:3:forces:R:3
C -1.25103 -0.01035 -1.74246 -0.12 -0.02 -0.12
O -1.67161 -0.06916 0.98082 0.33 0.02 -0.07
C -0.52702 -0.02745 0.57308 -0.11 -0.01 -0.01
N -0.19335 -0.05632 -0.74681 0.05 0.04 0.18
N 0.52278 0.03950 1.51004 0.03 -0.01 0.13
C 1.88691 -0.00865 1.36010 0.07 0.01 0.07
O 2.65840 0.02994 2.28941 -0.29 -0.02 -0.35
H -2.16047 -0.40089 -1.28206 0.18 0.05 -0.13
H -0.98249 -0.63117 -2.60221 -0.03 0.12 0.15
H -1.45011 1.01421 -2.07894 0.05 -0.16 0.04
H 0.75113 0.13584 -1.03959 -0.17 -0.02 0.09
H 0.18738 0.07162 2.46544 0.03 0.01 -0.09
H 2.22947 -0.08713 0.31316 -0.01 0.00 0.11
```
Forces are in eV/Å.

The LUMO energy is 0.637 eV. As for the gap between HOMO and LUMO: 10.967 eV. Its HOMO energy is -10.3 eV. The SMILES is CNC(=O)NC=O. Its net charge is 0.

Mulliken population analysis, charges in e, atoms 1 to 4:
1. C -0.83
2. O -0.62
3. C 0.58
4. N -0.15

---

# 5
This record from OMol25 describes the molecule C18H18N4O4S. The level of theory is ωB97M-V/def2-TZVPD.

The geometry in XYZ format:
```
45
Properties=species:S:1:pos:R:3:forces:R:3
C 3.97165 -4.30095 3.57556 0.13 -0.15 -0.09
H 4.73576 -4.48378 4.32907 -0.04 -0.02 -0.09
O 3.10527 -3.34320 4.13879 -0.16 0.19 0.14
C 2.04767 -2.91063 3.41183 -0.22 0.09 -0.14
C 1.23066 -1.95766 4.02995 0.16 -0.19 -0.08
C 0.13398 -1.44629 3.37878 0.04 -0.03 -0.12
C -0.17202 -1.87886 2.08841 0.72 -0.34 0.49
C 0.62224 -2.83329 1.47219 -0.37 0.30 0.06
C 1.72839 -3.34394 2.12813 0.35 -0.10 0.26
H 2.32839 -4.08428 1.62472 0.08 -0.07 -0.02
H 0.38214 -3.19400 0.48499 0.02 -0.10 -0.01
N -1.30110 -1.33661 1.46438 -0.95 0.30 -1.65
C -1.70084 -1.28064 0.15936 -0.08 0.17 0.60
N -2.85518 -0.64060 0.11750 0.41 -0.55 -0.85
N -3.14587 -0.31315 1.36468 -0.65 0.48 0.52
N -2.25731 -0.70580 2.17018 0.28 -0.10 1.15
S -0.84372 -1.89393 -1.20811 0.13 -0.16 -0.37
C -1.84088 -1.19722 -2.57345 0.13 -0.25 0.10
H -2.75392 -0.80950 -2.12885 -0.05 0.01 -0.08
C -1.01226 -0.14492 -3.29416 -0.22 -0.20 -0.04
O -0.60043 -0.35979 -4.41136 0.02 -0.05 0.06
C -0.69110 1.08274 -2.54383 0.27 0.68 0.10
C -1.49503 1.61052 -1.53852 0.05 -0.19 -0.27
C -1.10507 2.76010 -0.88046 0.06 0.21 0.10
C 0.08193 3.42027 -1.18555 0.03 0.01 -0.03
C 0.88778 2.91378 -2.22928 -0.16 -0.12 -0.05
C 0.47714 1.76236 -2.88486 -0.09 0.07 0.19
H 1.10054 1.37803 -3.67693 0.08 -0.01 -0.09
O 2.06882 3.41836 -2.67561 -0.12 -0.29 0.08
C 2.51612 4.70147 -2.29716 0.26 0.41 0.05
H 2.78726 4.74315 -1.24041 -0.02 0.02 -0.13
H 3.40174 4.88124 -2.90651 -0.06 0.02 0.04
H 1.76845 5.46851 -2.51003 0.05 -0.04 0.01
O 0.50454 4.53564 -0.52067 0.15 -0.32 -0.34
C -0.29746 5.06356 0.50868 -0.13 0.09 0.18
H -1.27789 5.37579 0.13644 0.03 -0.03 0.02
H 0.24237 5.93560 0.87507 -0.08 -0.05 0.01
H -0.42668 4.34858 1.32687 -0.01 0.02 -0.04
H -1.74721 3.14312 -0.10397 -0.03 0.08 0.08
H -2.43363 1.15532 -1.26631 -0.01 -0.05 0.02
H -2.05572 -2.02069 -3.25449 -0.02 0.14 0.04
H -0.50263 -0.71561 3.85134 0.00 0.04 0.06
H 1.48397 -1.63528 5.02682 0.02 0.05 0.12
H 4.44532 -3.92578 2.66322 -0.03 -0.01 0.02
H 3.44774 -5.23662 3.35751 0.01 0.04 0.00
```
Forces are in eV/Å.

The LUMO energy is 0.381 eV. As for the gap between HOMO and LUMO: 8.695 eV. Its HOMO energy is -8.3 eV. The SMILES is COc1ccc(-n2nnnc2SCC(=O)c2ccc(OC)c(OC)c2)cc1. Its net charge is 0.

Mulliken population analysis, charges in e, atoms 1 to 4:
1. C -0.83
2. H 0.23
3. O -0.45
4. C 0.74

---

# 6
This record from OMol25 describes the molecule C5H6N4. The level of theory is ωB97M-V/def2-TZVPD.

The geometry in XYZ format:
```
15
Properties=species:S:1:pos:R:3:forces:R:3
C 2.31243 -0.24496 0.03078 1.19 -0.42 0.32
C 0.87623 -0.14830 -0.03117 -1.41 1.00 0.52
C -1.25379 -0.96647 -0.45865 1.06 -0.63 0.65
C -2.26734 -0.68761 0.58906 -0.62 1.35 -0.26
C -1.77098 0.41365 -0.37034 -0.60 0.40 -0.37
H -1.45582 -1.64274 -1.31758 0.05 0.64 0.77
H -1.98856 -0.58108 1.63606 0.22 -0.30 -0.29
H -3.31332 -0.89935 0.41570 0.08 -0.42 0.06
H -2.50039 0.66676 -1.14372 0.33 0.35 0.29
H -1.05849 1.62960 1.04912 -0.18 0.33 0.58
H 0.92870 1.85069 -0.56899 1.12 0.73 -0.79
N 3.46339 -0.28003 0.09729 -0.79 0.05 -0.15
N 0.09541 -1.15115 0.04995 0.78 -0.47 -1.14
N -0.87081 1.49864 0.07438 -2.15 -1.21 -0.20
N 0.45610 1.18658 -0.02572 0.92 -1.41 0.00
```
Forces are in eV/Å.

The LUMO energy is 0.450 eV. As for the gap between HOMO and LUMO: 10.167 eV. Its HOMO energy is -9.7 eV. The SMILES is N#CC1=N[C@H]2C[C@H]2NN1. Its net charge is 0.

Mulliken population analysis, charges in e, atoms 1 to 4:
1. C 0.19
2. C 0.58
3. C 0.06
4. C -0.82

---

For reference, DFT total energy by record: -41576.6462, -26102.7478, -720654.1234, -10284.2392, -43941.1046, -11239.6692 eV.
For reference, energy above the lowest of the compared OMol25 structures with the same formula, charge and spin by record: 53.0, 3.1, 0.0, 12.9, 79.5, 46.1 kcal/mol.